Entry 1:
Entry from the Open Molecules 2025 dataset: C12H23FNOS in the gas phase (ωB97M-V with the def2-TZVPD basis set).

Values from the calculation:
**Electronic energy**: -29900.174 eV
**⟨S²⟩**: 0.75
**2S+1**: 2

Each line ends with the Mulliken charge.
Atoms and positions in Å:
C1 -2.68624 -0.31458 -1.18815  -1.154
C2 -1.17667 -0.71209 -1.68416  0.942
C3 -1.31009 -1.02038 -3.32364  -1.164
C4 -0.25107 0.63391 -1.56790  -1.299
C5 0.30996 0.94265 -0.03972  1.326
F1 -0.84149 1.44143 0.74936  -0.397
C6 1.38696 2.17823 -0.14676  -0.911
C7 2.40098 2.31872 1.13279  -0.653
C8 1.68558 2.72348 2.55131  -0.522
S1 0.32178 4.00073 2.42002  -0.258
C9 0.95258 -0.47352 0.49438  -1.210
C10 -0.02213 -1.77529 0.29869  1.125
C11 -1.10589 -1.77948 1.52840  -1.280
C12 0.95569 -3.10786 0.56307  -1.223
N1 -0.59723 -1.96286 -1.07995  0.390
O1 -1.62138 -2.87370 -1.07265  -0.465
H1 -3.51753 -1.12111 -1.46345  0.302
H2 -2.78371 -0.01295 -0.06258  0.167
H3 -2.99471 0.65586 -1.81138  0.358
H4 -2.06618 -0.21235 -3.72787  0.283
H5 -0.21814 -0.84005 -3.76714  0.289
H6 -1.73670 -2.08454 -3.55566  0.318
H7 0.72358 0.44954 -2.23063  0.350
H8 -0.78909 1.57490 -2.03996  0.306
H9 2.07255 2.05743 -1.11293  0.273
H10 0.80514 3.20324 -0.31508  0.359
H11 3.14692 3.21124 0.86842  0.364
H12 3.08618 1.36740 1.28611  0.240
H13 2.53942 3.21550 3.22284  0.359
H14 1.37224 1.73490 3.09914  0.262
H15 -0.80758 3.35424 3.01690  0.136
H16 1.91263 -0.67344 -0.18534  0.361
H17 1.38765 -0.37499 1.60070  0.208
H18 -1.70804 -0.78408 1.66771  0.218
H19 -0.46654 -1.90834 2.52858  0.402
H20 -1.83298 -2.72603 1.52306  0.276
H21 0.45736 -4.01860 0.01309  0.339
H22 2.01566 -2.95934 0.08346  0.313
H23 1.00052 -3.32779 1.72693  0.274

Atoms 1-2, force components in eV/Å:
-0.938 0.561 -0.388
-1.232 1.728 -2.599



Entry 2:
Entry from the Open Molecules 2025 dataset: C12H23N2O2P2SV as an isolated structure (ωB97M-V with the def2-TZVPD basis set).

Values from the calculation:
**Electronic energy**: -74975.706 eV
**Net charge**: +2
**⟨S²⟩**: 2.05
**2S+1**: 3

Each line ends with the Mulliken charge.
Atoms and positions in Å:
V1 -0.01871 0.27943 1.22518  -0.549
P1 -2.28603 0.23164 0.74638  1.344
C1 -2.12952 0.65315 -0.99650  -1.713
C2 -0.92374 1.28641 -1.41837  1.080
N1 0.18254 1.11327 -0.59248  0.385
C3 1.41916 1.39312 -1.05604  0.567
C4 1.60888 2.09005 -2.24795  -0.934
C5 0.49473 2.37888 -3.04579  -0.421
C6 -0.75950 1.96081 -2.64548  -1.104
C7 2.55954 0.93295 -0.16574  -1.100
P2 2.26901 -0.64041 0.75516  1.138
H1 -1.65233 2.13120 -3.25245  0.487
H2 2.62639 2.37218 -2.53481  0.489
H3 0.62620 2.91180 -3.98500  0.453
H4 3.45011 0.73859 -0.77924  0.615
H5 2.83265 1.72205 0.55806  0.486
H6 -2.01019 -0.90187 -2.18547  0.340
H7 -3.02793 0.82569 -1.59659  0.639
H8 -0.86111 -2.33653 -1.29534  0.349
O1 -1.60329 -1.76825 -2.48289  -0.642
H9 -2.28727 -2.25067 -2.98054  0.310
H10 0.91551 -1.30552 0.92130  0.206
O2 -0.26619 -2.48531 -0.46597  -0.605
H11 -0.19606 -3.42084 -0.29665  0.266
C8 2.79605 -1.92566 -0.37480  -1.313
H12 3.78229 -1.68442 -0.78050  0.482
H13 2.80489 -2.86154 0.19033  0.435
H14 2.03101 -2.00425 -1.15277  0.419
C9 3.30622 -0.61031 2.21916  -1.154
H15 3.09646 -1.51644 2.79910  0.417
H16 4.36468 -0.58911 1.92504  0.425
H17 3.08413 0.25820 2.85365  0.411
C10 -3.09739 1.56524 1.67260  -1.228
H18 -4.12862 1.67773 1.32248  0.428
H19 -3.08034 1.33936 2.74572  0.418
H20 -2.55890 2.50817 1.53538  0.363
C11 -3.29923 -1.25654 0.84408  -1.215
H21 -3.49156 -1.47101 1.90325  0.432
H22 -4.24561 -1.12127 0.30402  0.424
H23 -2.73332 -2.09577 0.42057  0.276
S1 0.37476 1.78901 2.84676  -0.266
C12 0.10176 0.47448 3.87565  0.523
N2 -0.07013 -0.38766 4.66751  -0.361

Atoms 1-2, force components in eV/Å:
-0.209 1.013 -0.208
-1.440 0.163 -1.838



Entry 3:
Entry from the Open Molecules 2025 dataset: C12H23N3 in the gas phase (ωB97M-V with the def2-TZVPD basis set).

Values from the calculation:
**Electronic energy**: -17282.383 eV
**SMILES**: CN1C=CN2[C@H](CC(C)(C)C)C(C)(C)N12

Each line ends with the Mulliken charge.
Atoms and positions in Å:
C1 -1.33202 3.37198 2.03164  -1.014
N1 -0.40570 2.56988 1.28599  0.190
C2 -0.08115 3.04265 -0.01443  -0.470
C3 -0.09327 1.97465 -0.91905  -0.517
N2 -0.48937 0.78854 -0.21365  0.289
C4 0.66062 -0.18703 0.09044  0.253
C5 0.26242 -1.63786 -0.21647  -2.078
C6 -0.11343 -1.87040 -1.73553  2.025
C7 -1.50582 -1.35911 -2.01559  -1.831
C8 -0.02553 -3.37720 -1.95641  -1.751
C9 0.98769 -1.10744 -2.64594  -1.331
C10 0.44590 0.31033 1.53846  1.588
C11 0.02210 -0.69970 2.65162  -1.937
C12 1.72774 1.12774 1.99937  -1.900
N3 -0.68978 1.17196 1.14105  -0.463
H1 -1.23109 3.17518 3.07601  0.285
H2 -1.08870 4.38253 1.72482  0.345
H3 -2.36294 3.08256 1.79805  0.327
H4 -0.05326 4.19133 -0.15844  0.307
H5 -0.06218 1.98965 -2.00311  0.404
H6 1.58473 0.03059 -0.37740  0.435
H7 -0.63841 -1.91219 0.42890  0.489
H8 1.11609 -2.30777 0.05336  0.316
H9 -1.82157 -0.51454 -1.33267  0.311
H10 -2.17302 -2.07668 -1.79548  0.582
H11 -1.53363 -1.12671 -3.11453  0.362
H12 1.03520 -3.69758 -1.58400  0.331
H13 -0.54623 -3.97762 -1.23171  0.433
H14 -0.17329 -3.67939 -2.96894  0.412
H15 1.97621 -1.42922 -2.29361  0.301
H16 0.63430 -0.03963 -2.63014  0.214
H17 0.64258 -1.41288 -3.67780  0.481
H18 0.30796 -1.70648 2.49738  0.300
H19 -1.08610 -0.71548 2.74630  0.450
H20 0.24589 -0.31013 3.59475  0.490
H21 1.44108 1.84144 2.76231  0.418
H22 1.95245 1.70179 1.18306  0.486
H23 2.46353 0.39226 2.28139  0.466

Atoms 1-2, force components in eV/Å:
-0.672 -0.848 -0.720
1.188 0.184 -1.214



Entry 4:
Entry from the Open Molecules 2025 dataset: a 7-piece molecular cluster, C12H23NO12P2 overall (ωB97M-V with the def2-TZVPD basis set).

Values from the calculation:
**Electronic energy**: -57454.375 eV
**SMILES**: Nc1ccc(CC=O)c2c1C(=O)C=C(PP(=O)(O)O)C2=O.O.O.O.O.O.O

Each line ends with the Mulliken charge.
Atoms and positions in Å:
N1 1.38571 3.14867 -2.31283  -0.543
C1 0.64550 1.98378 -1.87717  0.752
C2 -0.63616 1.58704 -2.47272  -0.846
C3 -1.40358 0.41945 -2.06156  -0.637
C4 -0.85414 -0.45073 -1.01379  0.055
C5 -1.58218 -1.73592 -0.52488  -0.611
C6 -2.38291 -1.33267 0.77599  -0.020
O1 -3.39762 -0.68447 0.63002  -0.477
C7 0.42468 -0.08123 -0.42843  0.825
C8 1.19744 1.12738 -0.82019  0.373
C9 2.55920 1.41236 -0.10785  -0.169
O2 2.92823 2.52411 0.19198  -0.520
C10 3.38814 0.11950 0.23046  -0.407
C11 2.68058 -0.98867 0.57338  0.037
P1 3.48986 -2.63603 0.95311  -0.248
P2 3.10095 -3.71854 -0.92786  0.842
O3 1.66076 -3.45315 -1.28808  -0.566
O4 3.40144 -5.33159 -0.79700  -0.490
O5 4.07864 -2.98558 -2.07126  -0.492
C12 1.11015 -0.95818 0.67003  0.317
O6 0.51162 -1.53553 1.54196  -0.575
H1 2.27262 2.84167 -2.72924  0.246
H2 0.81875 3.59249 -3.04539  0.274
H3 -1.04309 2.22871 -3.29452  0.160
H4 -2.38928 0.13403 -2.48881  0.421
H5 -2.21406 -2.24711 -1.30581  0.586
H6 -0.82190 -2.50060 -0.19081  0.120
H7 -1.97198 -1.61123 1.79358  0.355
H8 4.49992 0.11088 0.19068  0.438
H9 2.75893 -3.30593 1.97210  0.082
H10 2.76144 -5.74350 -1.41778  0.350
H11 3.72552 -2.07160 -2.12140  0.356
O7 1.59888 2.37650 3.21148  -0.591
H12 2.12211 2.39538 2.40237  0.238
H13 0.86901 2.98111 3.03086  0.317
O8 -6.08259 0.39393 -0.13918  -0.640
H14 -5.24070 -0.08030 -0.16574  0.382
H15 -6.67993 -0.21446 0.30925  0.304
O9 -0.63448 1.06490 5.09308  -0.641
H16 0.20556 1.35527 4.71356  0.341
H17 -1.14700 0.77504 4.33058  0.309
O10 -4.46332 3.32120 0.23193  -0.634
H18 -5.09723 3.95228 0.58912  0.301
H19 -4.83148 2.45978 0.46962  0.321
O11 -4.26350 -2.88920 -2.86149  -0.633
H20 -4.89940 -2.25504 -2.50910  0.318
H21 -4.63473 -3.74706 -2.62596  0.306
O12 4.35344 3.82793 2.74688  -0.647
H22 4.07558 3.59522 1.85233  0.345
H23 4.28216 3.00048 3.23601  0.315

Atoms 1-2, force components in eV/Å:
-1.257 -1.366 -0.511
-0.267 -1.674 1.012



Entry 5:
Entry from the Open Molecules 2025 dataset: C12H23NO13S4 as an isolated structure (ωB97M-V with the def2-TZVPD basis set).

Values from the calculation:
**Electronic energy**: -84262.800 eV

Each line ends with the Mulliken charge.
Atoms and positions in Å:
C1 -2.00862 1.00390 -2.49410  -0.967
C2 -2.82719 0.86885 -1.20505  -0.841
N1 -1.95790 0.68162 -0.01196  0.644
C3 -2.63262 -0.14990 1.00528  -0.804
C4 -2.67879 -1.63314 0.61061  -1.594
C5 -1.65953 -2.00758 -0.43648  0.974
O1 -2.05865 -3.32757 -0.95591  -0.486
S1 -0.75223 -4.03040 -1.46557  1.039
O2 -0.27827 -3.34305 -2.62531  -0.514
O3 -0.90976 -5.43100 -1.44699  -0.598
O4 0.14372 -3.58241 -0.23379  -0.405
C6 -0.17666 -2.20051 0.04649  0.549
S2 0.18047 -1.86519 1.77137  -0.141
C7 -1.64334 1.97139 0.58776  0.481
C8 -0.18129 2.33472 0.61755  -0.998
O5 -2.49922 2.68275 1.02963  -0.556
H1 -1.86468 2.04611 -2.78094  0.393
H2 -2.48456 0.48354 -3.32619  0.354
H3 -1.01496 0.57348 -2.34777  -0.027
H4 -3.48708 0.00260 -1.26504  0.374
H5 -3.45500 1.75232 -1.05937  0.584
H6 -3.64069 0.22759 1.21398  0.320
H7 -2.06307 -0.05726 1.93177  0.494
H8 -3.66260 -1.90745 0.22470  0.411
H9 -2.50877 -2.24431 1.49873  0.417
H10 -1.64654 -1.33516 -1.28793  0.161
H11 0.47264 -1.57164 -0.55960  -0.141
H12 0.91311 -0.77032 1.54117  0.138
H13 0.10030 2.54523 1.65073  0.182
H14 0.45434 1.54852 0.22240  0.149
H15 -0.04144 3.26038 0.05585  0.393
C9 1.84772 -1.30841 -4.92115  -0.276
C10 1.66528 -1.20995 -3.42091  0.173
O6 2.69450 -0.28869 -3.01731  -0.315
S3 2.90842 0.81724 -4.14329  1.110
O7 2.15756 1.98301 -3.83529  -0.551
O8 4.29591 0.90623 -4.42123  -0.545
O9 2.15337 0.04080 -5.31437  -0.336
H16 2.68227 -1.95726 -5.18892  0.302
H17 0.94684 -1.62280 -5.43970  0.308
H18 1.81293 -2.15273 -2.90648  0.321
H19 0.69101 -0.79312 -3.16078  -0.197
C11 1.70401 2.77125 5.41796  -0.287
C12 1.68528 1.40093 6.06926  -0.336
O10 1.68029 0.50197 4.94686  -0.299
S4 2.54474 1.11005 3.75553  0.888
O11 3.85773 0.58037 3.76262  -0.573
O12 1.75109 1.04775 2.57589  -0.222
O13 2.59358 2.60339 4.30062  -0.321
H20 0.71985 3.06106 5.04793  0.253
H21 2.10740 3.54867 6.06012  0.308
H22 0.79156 1.21515 6.65729  0.317
H23 2.57758 1.21897 6.66932  0.293

Atoms 1-2, force components in eV/Å:
0.077 0.036 0.084
0.247 0.044 0.021



Entry 6:
Entry from the Open Molecules 2025 dataset: C12H24BCl12F4Hg as an isolated structure (ωB97M-V with the def2-TZVPD basis set).

Values from the calculation:
**Electronic energy**: -178814.486 eV
**Net charge**: +1

Each line ends with the Mulliken charge.
Atoms and positions in Å:
Hg1 21.69631 -17.74314 25.01925  1.020
B1 23.38349 -16.79094 28.22627  0.544
F1 23.65442 -15.87040 27.20974  -0.327
F2 23.84682 -17.92417 27.65987  -0.322
F3 24.07701 -16.48492 29.39847  -0.351
F4 22.03208 -16.86129 28.28471  -0.330
Cl1 22.76712 -19.41534 35.49838  -0.133
C1 21.98497 -20.23265 34.14133  -0.455
C2 22.91751 -20.39203 32.98916  -0.343
Cl2 24.14335 -21.62718 33.18599  -0.125
H1 21.01347 -19.79519 33.91132  0.326
H2 21.61833 -21.16167 34.57789  0.317
H3 23.41606 -19.44256 32.79411  0.306
H4 22.32060 -20.75106 32.15076  0.265
Cl3 29.27373 -18.10470 30.63722  -0.138
C3 29.67798 -19.80781 30.56762  -0.437
C4 28.69096 -20.53278 29.50810  -0.406
Cl4 28.85318 -22.34387 29.73969  -0.170
H5 29.48446 -20.21490 31.56006  0.299
H6 30.74264 -19.98996 30.42129  0.350
H7 28.85814 -20.34283 28.44788  0.337
H8 27.63415 -20.33825 29.69089  0.299
Cl5 21.25482 -12.04406 23.52965  -0.137
C5 23.00901 -11.67400 23.27340  -0.468
C6 23.53862 -12.40540 22.03604  -0.398
Cl6 23.28278 -14.14427 22.22138  -0.133
H9 23.54112 -11.93431 24.18839  0.343
H10 23.02041 -10.60900 23.04156  0.300
H11 24.59983 -12.20724 21.88549  0.325
H12 22.98769 -12.05943 21.16147  0.314
Cl7 16.86865 -17.05124 26.03789  -0.186
C7 15.13879 -17.01529 26.48077  -0.416
C8 14.66849 -15.67598 26.97654  -0.440
Cl8 12.95809 -15.55149 27.21628  -0.168
H13 15.03047 -17.74506 27.28314  0.300
H14 14.56181 -17.30494 25.60253  0.314
H15 14.85888 -14.86693 26.27135  0.298
H16 15.05938 -15.31215 27.92677  0.321
Cl9 30.28546 -11.40026 25.86157  -0.144
C9 30.50344 -12.91558 26.65635  -0.373
C10 29.33224 -13.82421 26.25556  -0.430
Cl10 29.19568 -14.23691 24.52920  -0.142
H17 30.46637 -12.66779 27.71716  0.283
H18 31.45549 -13.32547 26.31917  0.316
H19 28.38454 -13.37604 26.55406  0.343
H20 29.53179 -14.77288 26.75386  0.274
Cl11 26.71223 -11.75886 33.16638  -0.137
C11 25.37496 -12.81448 32.62866  -0.411
C12 24.70347 -13.74170 33.67716  -0.322
Cl12 23.83932 -12.77934 34.84872  -0.125
H21 25.76291 -13.32701 31.74838  0.300
H22 24.62924 -12.08064 32.32294  0.303
H23 25.38640 -14.41076 34.20067  0.331
H24 23.86106 -14.32796 33.31008  0.237

Atoms 1-2, force components in eV/Å:
0.617 0.482 1.085
1.108 1.090 0.216



Number 1: largest force on an atom 4.1 eV/A. Number 2: largest force on an atom 3.0 eV/A. Number 3: largest force on an atom 3.8 eV/A. Number 4: largest force on an atom 3.1 eV/A. Number 5: largest force on an atom 0.6 eV/A. Number 6: largest force on an atom 3.4 eV/A.